Record 1
Entry from the OMol25 dataset: the molecule C6H9N (wB97M-V/def2-TZVPD).

Output
Largest force on an atom ... 0.010 Eh/bohr
Spin multiplicity ... 1
Structure (SMILES) ... Cc1ccc(C)[nH]1
Frontier orbital gap ... 8.771 eV
M ... 95.1 g/mol
Lowest unoccupied orbital energy ... 1.05 eV
Highest occupied orbital energy ... -7.7 eV
Energy relative to the best compared isomer or geometry (same formula, charge and spin) ... 4.1 kcal per mole

Element x y z (Å)
C: 2.277 1.020 0.528
C: 1.121 0.191 0.071
C: 1.050 -1.118 -0.327
C: -0.324 -1.419 -0.578
C: -1.060 -0.302 -0.294
C: -2.532 -0.083 -0.109
N: -0.175 0.669 0.108
H: 1.959 1.705 1.322
H: 3.037 0.356 0.951
H: 2.742 1.618 -0.267
H: 1.887 -1.800 -0.417
H: -0.741 -2.375 -0.848
H: -2.807 0.980 -0.089
H: -3.134 -0.565 -0.880
H: -2.868 -0.512 0.842
H: -0.434 1.634 -0.014


Record 2
Entry from the OMol25 dataset: the molecule C4H8N2O (wB97M-V/def2-TZVPD).

Output
Largest force on an atom ... 0.029 Eh/bohr
Spin multiplicity ... 1
Structure (SMILES) ... N#C[C@@H](O)CCN
Frontier orbital gap ... 10.215 eV
M ... 100.1 g/mol
Lowest unoccupied orbital energy ... 0.56 eV
Highest occupied orbital energy ... -9.7 eV
Energy relative to the best compared isomer or geometry (same formula, charge and spin) ... 38.8 kcal per mole

Element x y z (Å)
N: -1.699 1.232 -2.012
C: -0.771 1.084 -1.332
C: 0.432 0.875 -0.503
O: 1.134 2.110 -0.292
C: 0.096 0.292 0.869
C: -0.648 -1.044 0.848
N: 0.007 -2.078 0.063
H: 1.128 0.211 -1.027
H: 1.325 2.488 -1.169
H: 1.028 0.180 1.440
H: -0.502 1.016 1.440
H: -1.672 -0.909 0.484
H: -0.737 -1.405 1.880
H: -0.130 -1.939 -0.936
H: 1.008 -2.112 0.247


Record 3
Entry from the OMol25 dataset: a structure of composition C4H2LuO2 (wB97M-V/def2-TZVPD).

Output
Largest force on an atom ... 0.054 Eh/bohr
Spin multiplicity ... 2
Charge ... +2
Frontier orbital gap (spin up / spin down) ... 6.418 / 8.544 eV
⟨S²⟩ ... 0.76
M ... 257.0 g/mol
Lowest unoccupied orbital energy (spin up / spin down) ... -11.28 / -11.32 eV
Highest occupied orbital energy (spin up / spin down) ... -17.7 / -19.9 eV
Energy relative to the best compared isomer or geometry (same formula, charge and spin) ... 0.0 kcal per mole

Element x y z (Å)
O: -1.185 -1.431 -0.412
H: -2.125 -1.246 -0.274
C: -1.048 1.910 0.001
C: -0.872 0.737 0.404
C: -0.352 -0.556 0.197
C: 1.076 -0.643 0.109
O: 1.802 0.384 0.055
Lu: 1.177 2.474 -0.007
H: 1.526 -1.630 -0.075


Record 4
Entry from the OMol25 dataset: a cluster of 2 separate species, C4H11NO2 in total (wB97M-V/def2-TZVPD).

Output
Largest force on an atom ... 0.083 Eh/bohr
Spin multiplicity ... 1
Structure (SMILES) ... CC(=O)O.CCN
Frontier orbital gap ... 9.232 eV
M ... 105.1 g/mol
Lowest unoccupied orbital energy ... 0.54 eV
Highest occupied orbital energy ... -8.7 eV
Energy relative to the best compared isomer or geometry (same formula, charge and spin) ... 48.3 kcal per mole

Element x y z (Å)
C: 1.217 1.279 1.032
C: 2.470 1.695 0.177
O: 3.587 1.771 0.572
O: 1.972 2.148 -0.994
H: 0.243 1.737 0.727
H: 1.605 1.497 2.026
H: 1.022 0.183 0.861
H: 2.429 2.820 -1.687
C: -1.649 -0.483 -1.053
C: -1.892 -1.651 -0.021
N: -0.669 -2.197 0.622
H: -0.804 -0.577 -1.731
H: -1.462 0.446 -0.506
H: -2.703 -0.409 -1.541
H: -2.534 -1.341 0.779
H: -2.327 -2.391 -0.696
H: 0.013 -2.163 -0.141
H: -0.519 -2.364 1.574


Record 5
Entry from the OMol25 dataset: a structure of composition H15NaO8 (wB97M-V/def2-TZVPD).

Output
Largest force on an atom ... 0.018 Eh/bohr
Spin multiplicity ... 1
Frontier orbital gap ... 4.578 eV
M ... 166.1 g/mol
Lowest unoccupied orbital energy ... -2.61 eV
Highest occupied orbital energy ... -7.2 eV
Energy relative to the best compared isomer or geometry (same formula, charge and spin) ... 106.8 kcal per mole

Element x y z (Å)
Na: -2.320 -2.761 -1.387
O: 0.014 0.203 -0.395
H: -0.084 0.451 0.544
O: 0.696 -1.108 -4.498
H: 0.629 -0.768 -3.606
H: 1.616 -1.353 -4.593
O: -1.946 -3.518 2.951
H: -2.499 -3.917 3.623
H: -1.956 -4.145 2.228
O: -1.982 2.617 -3.675
H: -1.492 2.100 -3.036
H: -1.360 3.280 -3.975
O: 0.638 3.862 0.982
H: 0.658 3.023 0.520
H: -0.200 4.252 0.735
O: -3.364 -0.463 5.737
H: -2.627 -0.558 5.134
H: -3.593 -1.361 5.979
O: 4.090 1.196 -2.470
H: 3.799 2.052 -2.784
H: 3.300 0.789 -2.113
O: 2.988 -1.468 1.248
H: 2.207 -1.274 0.731
H: 2.788 -1.130 2.121


Record 6
Entry from the OMol25 dataset: a cluster of 2 separate species, C2H5NSi in total (wB97M-V/def2-TZVPD).

Output
Largest force on an atom ... 0.063 Eh/bohr
Spin multiplicity ... 1
Frontier orbital gap ... 7.092 eV
M ... 71.2 g/mol
Lowest unoccupied orbital energy ... -1.19 eV
Highest occupied orbital energy ... -8.3 eV
Energy relative to the best compared isomer or geometry (same formula, charge and spin) ... 112.3 kcal per mole

Element x y z (Å)
C: 1.834 -2.018 -1.417
C: 0.884 -1.512 -0.867
N: -0.649 0.997 1.560
Si: -1.067 0.981 -0.135
H: 2.392 -2.733 -1.837
H: -1.275 1.001 2.426
H: 0.393 0.857 1.778
H: -0.039 1.834 -0.882
H: -2.473 0.593 -0.626


Record 7
Entry from the OMol25 dataset: a cluster of 5 separate species, C22H32Cl2O12 in total (wB97M-V/def2-TZVPD).

Output
Largest force on an atom ... 0.086 Eh/bohr
Spin multiplicity ... 2
Charge ... -1
Frontier orbital gap (spin up / spin down) ... 3.281 / 5.728 eV
⟨S²⟩ ... 0.77
M ... 559.4 g/mol
Lowest unoccupied orbital energy (spin up / spin down) ... 1.10 / 1.11 eV
Highest occupied orbital energy (spin up / spin down) ... -2.2 / -4.6 eV

Element x y z (Å)
Cl: -5.788 -1.228 1.045
C: -4.781 -1.127 -0.408
C: -4.656 -2.556 -0.975
Cl: -3.850 -3.654 0.217
H: -3.861 -0.636 -0.089
H: -5.278 -0.376 -1.023
H: -4.083 -2.406 -1.890
H: -5.564 -3.051 -1.320
C: -1.710 -0.636 2.358
O: -1.516 0.359 1.381
C: -2.147 1.609 1.669
C: -2.075 2.464 0.386
O: -2.765 1.959 -0.787
C: -4.162 2.087 -0.759
H: -1.345 -0.311 3.332
H: -1.149 -1.503 2.008
H: -2.760 -0.916 2.437
H: -1.564 2.108 2.443
H: -3.160 1.461 2.046
H: -1.027 2.480 0.085
H: -2.347 3.501 0.585
H: -4.740 1.469 -1.445
H: -4.373 3.135 -0.967
H: -4.565 1.888 0.234
C: 4.667 -2.851 1.727
O: 3.303 -2.572 1.869
C: 2.542 -3.381 2.826
C: 3.154 -3.545 4.223
O: 3.625 -2.361 4.811
C: 3.907 -2.499 6.192
H: 4.892 -2.651 0.679
H: 4.892 -3.902 1.909
H: 5.362 -2.338 2.392
H: 2.315 -4.331 2.341
H: 1.537 -2.966 2.900
H: 3.882 -4.357 4.211
H: 2.413 -4.047 4.845
H: 4.010 -1.534 6.689
H: 4.885 -2.962 6.317
H: 3.147 -3.050 6.746
C: 2.212 3.602 -3.117
C: 1.925 2.903 -4.203
C: 0.657 3.011 -4.983
O: 0.316 2.291 -5.902
C: -0.175 4.031 -4.454
C: 0.185 4.927 -3.493
C: 1.425 4.708 -2.658
O: 1.742 5.319 -1.613
O: -0.616 5.916 -3.061
O: 2.738 1.833 -4.593
H: 3.152 3.235 -2.732
H: -1.101 4.299 -4.941
H: -0.204 6.409 -2.347
H: 2.469 1.456 -5.433
C: -0.329 -1.981 -1.167
C: 0.952 -1.961 -0.655
C: 1.822 -0.741 -0.814
O: 2.953 -0.544 -0.357
C: 1.171 0.362 -1.416
C: -0.064 0.346 -1.911
C: -0.961 -0.842 -1.926
O: -2.031 -0.966 -2.547
O: -0.598 1.475 -2.508
O: 1.525 -2.972 -0.010
H: -0.827 -2.928 -1.015
H: 1.746 1.275 -1.460
H: -1.554 1.389 -2.495
H: 2.204 -2.625 0.572


Which of these has the lowest largest force on an atom? C6H9N